Below is a structure of composition C10H13N2O5STl, with properties calculated with ωB97M-V/def2-TZVPD.

Positions of all 32 atoms, in Å:
O -0.00566 2.29343 -5.15274
C -0.00356 2.02439 -4.03995
Tl -0.06622 0.51739 -0.35849
C -0.18325 0.74593 2.15400
O -0.38611 1.03334 3.24887
C -0.00592 -2.36499 0.03346
O -0.09936 -3.50145 0.04170
C 2.65701 0.43425 -0.46978
O 3.66557 -0.09515 -0.60496
C -2.66039 0.16230 -0.34409
O -3.70167 -0.23205 -0.59800
H 0.00808 -0.26720 -1.99481
C 2.34960 1.31417 5.73827
C 1.83314 -0.10624 5.59082
N 2.30750 -0.68699 4.31384
C 1.62337 -1.52714 3.52262
S 2.02324 -1.66861 1.85690
N 0.55586 -2.23589 4.00549
C 0.45813 -2.86948 5.34385
C -0.90699 -2.57754 5.92728
H 3.44230 1.33963 5.66687
H 2.04993 1.70423 6.71412
H 1.90895 1.94431 4.95976
H 2.20372 -0.73465 6.41726
H 0.73606 -0.13866 5.58649
H 3.03902 -0.15311 3.83396
H 0.10616 -2.80421 3.27640
H 0.58556 -3.95324 5.19936
H 1.26674 -2.50392 5.97771
H -1.69736 -3.04457 5.33092
H -0.95339 -2.98680 6.93745
H -1.10297 -1.50237 5.99374

Calculated values
Total charge ... +2
Kohn-Sham gap (spin up / spin down) ... 4.046 / 4.148 eV
Electronic energy ... -1444.4507 Eh
LUMO energy (spin up / spin down) ... -0.4041 / -0.4025 Ha
Relative energy (zero: lowest compared OMol25 entry of this formula, charge and spin) ... 0.5301 eV
Largest force on an atom ... 4.179 eV/A

---

Below is a cluster of 2 separate species, C10H13N2OS2 in total, with properties calculated with ωB97M-V/def2-TZVPD.

Positions of all 28 atoms, in Å:
C 1.15148 0.94874 -3.93295
C 0.42913 1.72167 -3.01243
C 1.72327 -0.16276 -3.32254
C 0.28086 1.43627 -1.62208
C 1.70320 -0.35606 -1.97140
C 0.91525 0.02504 0.20387
C -1.71690 -0.77332 2.83077
C 1.58896 0.49297 1.41277
C -2.99243 1.47822 1.41790
C -0.39833 -3.10900 1.56945
N 0.96639 0.37852 -1.11807
N 1.57825 1.03696 2.52890
O 2.15626 -0.52055 0.64579
S -2.73386 0.55357 2.96165
S -1.00528 -1.39426 1.31656
H 1.22443 1.18304 -4.97517
H -0.07559 2.54905 -3.40282
H 2.35848 -0.64930 -4.02160
H -0.35732 1.95327 -0.97650
H 2.15694 -1.18021 -1.38125
H -3.98141 1.25623 0.99599
H -2.25305 1.26467 0.60674
H -2.90937 2.63576 1.67043
H -1.17076 -3.75691 1.95603
H 0.47021 -3.15950 2.19550
H 0.06053 -3.35251 0.53472
H -1.58855 -1.24233 3.81266
H 2.41921 0.74271 3.07709

Calculated values
Total charge ... +1
Kohn-Sham gap (spin up / spin down) ... 5.436 / 5.437 eV
Electronic energy ... -1369.5048 Eh
LUMO energy (spin up / spin down) ... -0.1693 / -0.1693 Ha
Relative energy (zero: lowest compared OMol25 entry of this formula, charge and spin) ... 5.1463 eV
Largest force on an atom ... 3.616 eV/A

---

Below is the molecule C10H13N5O, with properties calculated with ωB97M-V/def2-TZVPD.

Positions of all 29 atoms, in Å:
H -3.47639 3.19819 -2.71028
N -2.92649 2.36732 -2.54062
C -2.05338 2.42475 -1.59211
N -1.90226 3.59416 -0.87786
N -0.79972 3.41012 0.00409
C -0.35564 2.08931 -0.17262
N 0.66458 1.51187 0.53826
C 0.96140 0.26724 0.26933
N 0.24481 -0.51470 -0.69098
C -0.77754 0.12432 -1.37825
O -1.45211 -0.49175 -2.16728
C -1.11407 1.47032 -1.08756
C 0.53985 -1.94040 -0.92672
C 0.21865 -2.79906 0.31973
C 0.36739 -2.15468 1.73573
C 1.70943 -1.42816 1.99268
C 2.13786 -0.33269 0.98416
H -2.06084 4.49929 -1.34523
H -0.84634 3.70192 0.98498
H -0.02154 -2.30376 -1.82782
H 1.59855 -2.01338 -1.12665
H -0.83796 -3.13786 0.23465
H 0.86775 -3.68345 0.25609
H -0.48710 -1.46209 1.90631
H 0.18511 -2.98738 2.45646
H 1.67992 -0.97595 3.00182
H 2.48976 -2.18422 2.00008
H 2.62116 0.47361 1.52975
H 2.82516 -0.72287 0.22985

Calculated values
SMILES ... [H]/N=c1\[nH][nH]c2nc3n(c(=O)c12)CCCCC3
Total charge ... 0
Kohn-Sham gap ... 8.460 eV
Electronic energy ... -737.8579 Eh
LUMO energy ... 0.0185 Ha
Relative energy (zero: lowest compared OMol25 entry of this formula, charge and spin) ... 0.9089 eV
Largest force on an atom ... 4.168 eV/A

---

Below is the molecule C10H13NO, with properties calculated with ωB97M-V/def2-TZVPD.

Positions of all 25 atoms, in Å:
C 0.40003 2.11718 2.72814
O 0.34083 1.81794 1.23699
C -0.16552 0.52091 1.07431
C -0.72394 -0.29842 2.02934
C -1.08048 -1.56778 1.72504
C -1.04064 -2.01437 0.38727
C -0.37984 -1.15832 -0.57513
C 0.00486 0.09948 -0.27809
C 0.47816 1.10685 -1.28628
C 1.09930 0.35426 -2.36765
N 0.21004 -0.62226 -2.89125
C -0.00346 -1.77898 -1.99596
H -0.64718 2.64931 2.80164
H 0.58798 0.96357 3.32747
H 1.32829 2.96207 2.68895
H -0.86759 -0.01265 3.00819
H -1.49777 -2.20318 2.59448
H -1.48131 -2.95011 0.08747
H -0.28826 1.83583 -1.52347
H 1.12503 1.76391 -0.64883
H 1.16521 1.30063 -3.05116
H 2.17023 -0.11008 -2.09301
H -0.80149 -0.15426 -2.70106
H -0.82555 -2.26013 -2.38727
H 0.89307 -2.36142 -1.89012

Calculated values
SMILES ... COc1cccc2c1CCNC2
Total charge ... 0
Kohn-Sham gap ... 9.126 eV
Electronic energy ... -518.6927 Eh
LUMO energy ... 0.0297 Ha
Relative energy (zero: lowest compared OMol25 entry of this formula, charge and spin) ... 4.0883 eV
Largest force on an atom ... 4.589 eV/A

---

Below is a structure of composition C10H13NO2Os, with properties calculated with ωB97M-V/def2-TZVPD.

Positions of all 27 atoms, in Å:
C -1.92323 1.51235 0.74052
C -0.81800 2.27156 0.20153
C 0.30468 2.08256 1.07142
C -0.09616 1.26345 2.15137
C -1.48110 0.91270 1.96680
Os -0.23975 0.20185 0.31238
C 0.18174 0.06460 -1.66279
C -1.21372 -0.35904 -1.68626
C -2.37915 -0.17223 -2.33253
N -1.42054 -1.20486 -0.56063
H 1.29765 2.48332 0.88646
H -0.84040 2.91608 -0.68833
H 0.54251 0.85690 2.93833
H -2.07639 0.26358 2.62679
H -2.95762 1.52139 0.35913
H 0.48319 1.07593 -2.08517
H -1.46204 -2.13600 -0.22710
H 0.81618 -0.73040 -2.16426
H -2.30440 0.22606 -3.37212
H -3.39427 -0.32277 -1.87304
C 3.34351 -1.94665 0.64591
C 1.91511 -1.73705 0.25551
O 1.22999 -2.48545 -0.38817
O 1.54642 -0.49817 0.75901
H 3.88051 -1.99668 -0.29001
H 3.36215 -2.90704 1.14443
H 3.70313 -1.15597 1.27079

Calculated values
Total charge ... 0
Kohn-Sham gap (spin up / spin down) ... 4.320 / 7.427 eV
Electronic energy ... -684.4535 Eh
LUMO energy (spin up / spin down) ... 0.0211 / -0.0420 Ha
Largest force on an atom ... 6.194 eV/A
Multiplicity ... 5

---

Below is a cluster of 2 separate species, C10H13NO2S in total, with properties calculated with ωB97M-V/def2-TZVPD.

Positions of all 27 atoms, in Å:
C 2.89316 -1.40560 -0.58876
C 2.32611 -1.02791 -1.77536
C 2.58552 -0.78871 0.59353
C 1.34401 -0.05974 -1.75015
C 1.61534 0.23230 0.56519
C 0.97590 0.62830 -0.60899
C -2.94294 1.23775 0.75812
C -0.97453 -2.36951 0.70863
C -0.11160 1.52596 -0.63791
C -1.90525 0.28093 0.42063
N -0.29428 2.58333 0.25109
O -1.23446 3.28067 -0.01273
O 0.43075 2.66769 1.17935
S -1.21931 -0.75603 1.64994
H 3.61895 -2.22065 -0.56622
H 2.46841 -1.73287 -2.51505
H 3.12581 -0.98150 1.54266
H 0.94940 0.09269 -2.76760
H 1.54305 0.74448 1.56667
H -4.01238 0.90192 0.27432
H -3.17486 1.24299 1.83784
H -2.64850 2.17964 0.32970
H -0.62874 -1.97535 -0.36042
H -1.99477 -2.81930 0.72525
H -0.18119 -2.87263 1.22080
H -0.68504 1.65349 -1.54176
H -1.86854 -0.24236 -0.49876

Calculated values
Total charge ... 0
Kohn-Sham gap (spin up / spin down) ... 7.252 / 7.258 eV
Electronic energy ... -992.0510 Eh
LUMO energy (spin up / spin down) ... -0.0210 / -0.0208 Ha
Relative energy (zero: lowest compared OMol25 entry of this formula, charge and spin) ... 6.7606 eV
Largest force on an atom ... 3.837 eV/A